Record 1
Formula: C5H15N3P2
Source: the Open Molecules 2025 dataset
Level of theory: the ωB97M-V functional and the def2-TZVPD basis

Atoms and positions in Å:
C  -1.859  0.102  -1.768
C  -1.452  1.656  1.281
C  2.354  -1.646  -0.215
C  -0.623  -2.002  1.377
C  1.680  1.806  -0.718
N  -1.246  -0.095  -0.441
N  -0.721  1.015  0.125
N  1.180  -0.745  -0.264
P  -0.340  -1.552  -0.367
P  1.070  0.702  0.619
H  -1.313  0.782  -2.319
H  -2.183  -0.730  -2.350
H  -2.724  0.764  -1.663
H  -0.749  2.204  1.731
H  -2.275  2.324  0.961
H  -2.043  0.933  1.998
H  2.146  -2.642  -0.527
H  2.969  -1.153  -0.981
H  3.062  -1.560  0.736
H  0.012  -1.503  2.235
H  -0.578  -3.003  1.593
H  -1.574  -1.842  1.772
H  1.534  1.326  -1.627
H  2.685  2.182  -0.348
H  0.989  2.676  -0.840

The spin multiplicity is 1. The value obtained for the total energy is -28473.2839 eV. Its total charge is 0. The calculation puts the highest occupied orbital energy at -7.77 eV.

---

Record 2
Formula: H2N2O3S2
Source: the Open Molecules 2025 dataset
Level of theory: the ωB97M-V functional and the def2-TZVPD basis

Atoms and positions in Å:
N  -1.568  -0.796  0.048
N  0.747  2.376  -0.014
O  0.479  0.090  -0.991
O  0.452  -2.284  0.022
O  0.702  -0.244  1.166
S  -0.062  -0.978  0.062
S  1.432  1.065  0.096
H  -1.912  -1.749  -0.013
H  -0.271  2.519  -0.376

The spin multiplicity is 1. The value obtained for the total energy is -30821.7860 eV. Its total charge is 0. The calculation puts the highest occupied orbital energy at -10.37 eV.

---

Record 3
Formula: CH3FO3
Source: the Open Molecules 2025 dataset
Level of theory: the ωB97M-V functional and the def2-TZVPD basis

Atoms and positions in Å:
O  0.392  0.355  0.022
C  -0.770  -0.043  0.049
O  -1.047  -1.375  0.013
O  -1.856  0.732  0.025
H  -0.229  -1.808  0.109
H  -1.773  1.577  -0.269
F  3.105  0.281  0.074
H  2.178  0.281  -0.024

The spin multiplicity is 1. The value obtained for the total energy is -9946.1986 eV. The structure (SMILES) is O=C(O)O.F. Its total charge is 0. The calculation puts the highest occupied orbital energy at -11.99 eV.

---

Record 4
Formula: C11H24ClO4P2Sc
Source: the Open Molecules 2025 dataset
Level of theory: the ωB97M-V functional and the def2-TZVPD basis

Atoms and positions in Å:
C  -2.954  2.075  -2.782
C  -2.017  1.229  -2.073
H  -3.176  1.706  -3.804
H  -2.525  3.088  -2.853
H  -3.880  2.121  -2.187
O  -1.393  0.221  -2.281
Cl  -1.688  2.017  -0.036
Sc  -0.048  0.330  0.399
P  1.946  1.014  -1.221
C  3.081  -0.076  -2.150
C  1.449  2.195  -2.516
H  2.350  2.706  -2.895
H  3.687  2.638  -1.032
H  0.755  2.949  -2.113
H  2.694  2.637  0.453
H  2.506  -0.679  -2.862
H  0.947  1.664  -3.339
C  3.177  1.997  -0.298
H  3.848  0.505  -2.682
H  3.903  1.337  0.198
H  3.570  -0.753  -1.436
P  -1.631  -1.711  1.025
C  -1.383  -3.483  0.685
C  -1.811  -1.789  2.838
H  -3.629  -0.415  0.520
H  -4.021  -2.022  1.194
H  -3.489  -1.864  -0.516
C  -3.358  -1.480  0.505
H  -1.800  -0.788  3.286
H  -2.788  -2.252  3.032
H  -2.173  -4.091  1.148
H  -0.411  -3.783  1.095
H  -1.009  -2.395  3.279
H  -1.368  -3.652  -0.398
C  0.227  -1.367  -1.205
O  0.410  -2.225  -1.969
C  2.058  0.359  3.867
C  1.295  0.323  2.574
O  0.426  1.248  2.305
O  1.492  -0.623  1.719
H  1.745  1.238  4.436
H  3.134  0.407  3.652
H  1.853  -0.557  4.437

The spin multiplicity is 1. The value obtained for the total energy is -71775.4388 eV. Its total charge is +2. The calculation puts the highest occupied orbital energy at -16.60 eV.

---

Record 5
Formula: C20H47F3N3O9Zr
Source: the Open Molecules 2025 dataset
Level of theory: the ωB97M-V functional and the def2-TZVPD basis

Atoms and positions in Å:
Zr  -1.303  2.144  -1.118
C  0.476  0.176  -3.496
O  1.232  -0.511  -2.447
O  -0.284  1.145  -2.810
C  1.348  0.496  -4.725
F  2.141  -0.573  -5.031
F  0.616  0.644  -5.784
F  2.219  1.522  -4.628
C  2.430  0.163  -1.891
C  2.921  -0.704  -0.751
H  3.841  -0.311  -0.318
H  2.217  -0.782  0.077
H  3.111  -1.679  -1.199
H  2.252  1.185  -1.556
H  3.244  0.340  -2.593
H  -0.160  -0.594  -3.934
C  1.127  5.254  0.765
C  1.498  4.377  -0.444
C  2.780  3.564  -0.131
O  0.349  3.692  -0.891
H  0.200  5.823  0.697
H  1.939  5.954  0.958
H  0.938  4.573  1.595
H  1.834  5.123  -1.165
H  3.503  4.130  0.456
H  3.270  3.203  -1.036
H  2.674  2.667  0.479
O  -0.179  -0.936  1.438
C  -0.587  0.012  0.571
O  -1.561  0.082  -0.153
O  0.032  1.020  0.306
H  0.732  -0.698  1.624
C  -3.273  -0.751  -2.966
C  -3.566  0.677  -3.042
C  -4.990  0.999  -3.525
O  -5.304  2.386  -3.397
C  -6.549  2.757  -3.967
N  -3.337  1.353  -1.786
H  -4.101  -1.266  -2.479
H  -2.420  -1.032  -2.349
H  -3.149  -1.190  -3.956
H  -2.857  1.131  -3.735
H  -5.806  0.501  -3.001
H  -5.151  0.577  -4.517
H  -6.762  3.792  -3.697
H  -7.358  2.092  -3.667
H  -6.429  2.725  -5.050
H  -4.083  2.029  -1.864
H  -3.818  0.723  -1.159
C  -2.343  -3.279  0.369
C  -2.033  -4.107  1.650
C  -0.942  -5.160  1.433
O  -0.975  -5.964  2.639
C  -0.097  -7.044  2.466
N  -1.719  -3.133  2.721
H  -2.941  -3.844  -0.347
H  -1.512  -2.828  -0.174
H  -2.999  -2.456  0.654
H  -2.972  -4.560  1.965
H  0.024  -4.714  1.198
H  -1.185  -5.754  0.552
H  -0.292  -7.833  3.192
H  0.938  -6.730  2.604
H  -0.286  -7.564  1.526
H  -1.199  -3.617  3.439
H  -1.010  -2.468  2.447
C  3.161  2.404  3.619
C  3.906  1.142  3.903
C  3.485  -0.068  2.986
O  2.140  -0.342  2.990
C  1.615  -0.915  4.201
N  5.351  1.464  3.819
H  2.082  2.268  3.548
H  3.509  2.855  2.690
H  3.327  3.186  4.361
H  3.688  0.835  4.926
H  4.197  -0.890  3.061
H  3.673  0.178  1.942
H  2.333  -1.634  4.593
H  0.643  -1.402  4.122
H  1.564  -0.146  4.973
H  5.459  1.806  2.875
H  5.514  2.312  4.343

The spin multiplicity is 1. The value obtained for the total energy is -53824.6550 eV. Its total charge is +1. The calculation puts the highest occupied orbital energy at -11.22 eV.

---

Record 6
Formula: C4H6N2O
Source: the Open Molecules 2025 dataset
Level of theory: the ωB97M-V functional and the def2-TZVPD basis

Atoms and positions in Å:
N  -1.665  1.143  -0.071
C  -0.357  0.754  -0.101
C  0.750  1.535  -0.393
C  1.742  0.540  -0.290
N  1.363  -0.708  0.082
C  -0.041  -0.663  0.376
O  -0.731  -1.738  -0.208
H  -2.331  0.491  -0.469
H  -1.791  2.094  -0.391
H  2.806  0.673  -0.498
H  1.929  -1.539  0.149
H  -0.180  -0.644  1.469
H  -1.495  -1.937  0.345

The spin multiplicity is 1. The value obtained for the total energy is -9269.9624 eV. The structure (SMILES) is NC1=C=CN[C@@H]1O. Its total charge is 0. The calculation puts the highest occupied orbital energy at -7.42 eV.

---

Record 7
Formula: C3H10O
Source: the Open Molecules 2025 dataset
Level of theory: the ωB97M-V functional and the def2-TZVPD basis

Atoms and positions in Å:
C  0.200  -1.376  2.441
C  0.746  -1.319  1.005
O  -0.312  -1.490  0.013
H  -0.740  -1.929  2.352
H  0.854  -1.988  3.055
H  -0.012  -0.420  2.911
H  1.557  -2.042  0.909
H  0.986  -0.349  0.566
H  -0.711  -2.370  0.029
C  -0.522  3.709  -3.069
H  -1.108  3.939  -2.167
H  -0.193  4.591  -3.593
H  -1.167  3.156  -3.751
H  0.212  3.069  -2.599

The spin multiplicity is 1. The value obtained for the total energy is -5319.7172 eV. The structure (SMILES) is CCO.C. Its total charge is 0. The calculation puts the highest occupied orbital energy at -10.40 eV.

---

Record 8
Formula: C4H8O4S2
Source: the Open Molecules 2025 dataset
Level of theory: the ωB97M-V functional and the def2-TZVPD basis

Atoms and positions in Å:
O  1.045  -1.493  0.576
S  0.957  -0.113  0.943
O  1.690  0.403  2.091
C  1.178  0.708  -0.534
C  -0.034  0.809  -1.532
O  -0.810  1.965  -1.441
C  -0.975  -0.479  -1.487
O  -0.142  -1.664  -1.746
C  -1.696  -0.760  -0.145
S  -1.070  0.398  1.237
H  1.464  1.754  -0.152
H  2.168  0.372  -0.911
H  0.559  0.674  -2.490
H  -1.637  1.915  -1.972
H  -1.704  -0.338  -2.233
H  0.093  -1.833  -0.745
H  -2.883  -0.601  -0.175
H  -1.354  -1.855  0.155

The spin multiplicity is 1. The value obtained for the total energy is -34135.7523 eV. The structure (SMILES) is O=S1(=O)C[C@H](O)[C@@H](O)CS1. Its total charge is 0. The calculation puts the highest occupied orbital energy at -9.87 eV.

---

Record 9
Formula: C45H111N3O27P6
Source: the Open Molecules 2025 dataset
Level of theory: the ωB97M-V functional and the def2-TZVPD basis

Atoms and positions in Å:
C  -4.491  3.605  6.146
C  -4.520  2.898  4.794
O  -4.390  3.797  3.756
P  -2.939  4.193  3.174
O  -1.796  4.549  4.135
O  -2.652  2.995  2.163
C  -1.352  2.957  1.619
C  -0.505  1.914  2.407
O  -3.311  5.456  2.165
C  -4.440  5.251  1.326
C  -5.587  6.314  1.468
H  -3.449  3.678  6.459
H  -4.977  4.580  6.186
H  -5.172  3.038  6.781
H  -3.698  2.205  4.619
H  -5.363  2.210  4.746
H  -1.260  2.734  0.556
H  -0.884  3.940  1.653
H  -1.081  1.323  3.119
H  -0.089  1.144  1.757
H  0.398  2.323  2.858
H  -4.090  5.449  0.312
H  -4.741  4.211  1.442
H  -6.365  5.926  0.810
H  -5.983  6.293  2.483
H  -5.224  7.303  1.187
C  4.580  1.301  6.592
C  4.289  2.797  6.550
O  3.577  3.051  5.396
P  4.255  3.158  3.945
O  5.535  3.889  3.775
O  4.378  1.652  3.381
C  3.188  0.926  3.535
C  3.430  -0.511  3.250
O  3.072  3.838  3.058
C  2.947  5.186  3.017
C  1.908  5.679  4.032
H  5.003  0.963  7.538
H  3.619  0.789  6.586
H  5.163  0.924  5.751
H  3.844  3.126  7.489
H  5.196  3.400  6.585
H  2.667  1.123  4.473
H  2.569  1.187  2.676
H  4.268  -0.929  3.808
H  2.531  -0.961  3.672
H  3.556  -0.612  2.172
H  3.940  5.622  3.130
H  2.468  5.454  2.075
H  2.521  5.584  4.928
H  1.586  6.682  3.754
H  1.086  4.965  4.094
C  3.361  1.210  -5.936
C  3.271  0.268  -4.707
O  4.611  0.132  -4.271
P  5.375  -1.284  -4.209
O  4.490  -2.420  -3.848
O  6.502  -1.061  -3.088
C  7.391  0.004  -3.403
C  7.602  0.837  -2.214
O  6.215  -1.412  -5.600
C  5.645  -2.169  -6.626
C  6.772  -2.409  -7.591
H  3.788  0.633  -6.756
H  2.373  1.618  -6.152
H  4.065  2.023  -5.761
H  2.582  0.662  -3.960
H  2.905  -0.667  -5.131
H  8.314  -0.521  -3.649
H  7.104  0.595  -4.273
H  8.016  0.224  -1.413
H  8.367  1.602  -2.349
H  6.642  1.237  -1.887
H  5.259  -3.104  -6.220
H  4.781  -1.768  -7.155
H  6.412  -3.145  -8.310
H  7.144  -1.522  -8.104
H  7.599  -2.875  -7.055
C  4.290  1.789  -0.475
C  2.788  2.186  -0.645
O  2.436  2.238  -2.048
P  0.849  2.533  -2.471
O  -0.115  2.720  -1.394
O  0.964  3.772  -3.543
C  1.819  4.852  -3.352
C  1.517  5.591  -2.137
O  0.417  1.289  -3.474
C  -0.749  1.309  -4.258
C  -0.897  0.057  -5.169
H  4.594  2.081  0.530
H  4.462  0.731  -0.673
H  4.904  2.427  -1.110
H  2.131  1.474  -0.146
H  2.569  3.079  -0.060
H  2.863  4.560  -3.234
H  1.773  5.499  -4.229
H  0.455  5.831  -2.083
H  1.799  5.024  -1.249
H  2.048  6.543  -2.141
H  -1.653  1.435  -3.662
H  -0.728  2.110  -4.997
H  0.026  -0.464  -5.423
H  -1.544  -0.623  -4.614
H  -1.350  0.376  -6.107
C  -4.999  -5.456  2.791
C  -4.927  -4.231  3.686
O  -3.605  -4.092  4.044
P  -2.986  -2.641  4.418
O  -3.504  -2.058  5.645
O  -1.384  -2.932  4.453
C  -0.464  -1.916  4.492
C  0.172  -2.035  5.929
O  -3.250  -1.725  3.094
C  -3.269  -0.341  3.069
C  -4.708  0.165  2.803
H  -6.052  -5.738  2.769
H  -4.779  -5.281  1.738
H  -4.550  -6.362  3.198
H  -5.163  -3.347  3.093
H  -5.584  -4.232  4.556
H  0.322  -2.127  3.767
H  -0.823  -0.923  4.221
H  0.759  -1.124  6.047
H  -0.620  -1.957  6.673
H  0.677  -2.986  6.100
H  -2.818  0.080  3.968
H  -2.710  -0.130  2.157
H  -4.830  1.197  2.472
H  -5.156  -0.372  1.967
H  -5.255  0.090  3.742
C  -7.945  -0.946  -5.264
C  -6.784  -1.218  -4.348
O  -6.746  -0.286  -3.293
P  -5.337  -0.166  -2.472
O  -4.203  0.150  -3.392
O  -5.611  0.982  -1.299
C  -5.216  2.308  -1.597
C  -3.902  2.490  -0.925
O  -5.179  -1.549  -1.662
C  -4.082  -1.664  -0.831
C  -4.480  -2.899  0.033
H  -8.883  -1.045  -4.718
H  -7.855  0.034  -5.732
H  -7.991  -1.602  -6.133
H  -6.940  -2.240  -4.002
H  -5.884  -1.385  -4.940
H  -5.196  2.578  -2.653
H  -5.917  3.040  -1.197
H  -3.918  2.384  0.160
H  -3.186  1.757  -1.296
H  -3.627  3.516  -1.171
H  -3.190  -1.683  -1.457
H  -3.902  -0.792  -0.202
H  -4.897  -3.682  -0.601
H  -3.658  -3.376  0.566
H  -5.180  -2.637  0.825
C  4.823  -6.089  -2.602
N  3.725  -6.143  -1.636
C  3.795  -7.382  -0.822
C  2.923  -5.056  -1.458
O  2.027  -5.025  -0.629
H  4.916  -6.948  -3.267
H  5.753  -6.010  -2.039
H  4.797  -5.146  -3.149
H  3.041  -7.397  -0.036
H  3.758  -8.292  -1.420
H  4.730  -7.362  -0.263
H  3.120  -4.292  -2.226
C  -1.223  -5.463  -2.008
N  -1.772  -5.427  -0.637
C  -1.058  -4.582  0.371
C  -2.301  -6.662  -0.265
O  -2.660  -6.939  0.897
H  -0.968  -4.504  -2.461
H  -1.771  -5.959  -2.809
H  -0.317  -6.060  -1.912
H  -0.053  -4.934  0.605
H  -1.035  -3.521  0.124
H  -1.449  -4.650  1.386
H  -2.523  -7.315  -1.123
C  0.499  -1.901  -2.152
N  0.381  -1.239  -0.836
C  -0.731  -0.326  -0.527
C  1.308  -1.450  0.100
O  1.375  -0.893  1.188
H  0.592  -1.097  -2.882
H  -0.342  -2.491  -2.516
H  1.421  -2.482  -2.182
H  -1.214  -0.075  -1.471
H  -1.485  -0.773  0.121
H  -0.516  0.628  -0.045
H  2.186  -2.010  -0.256

The spin multiplicity is 1. The value obtained for the total energy is -163963.7592 eV. The structure (SMILES) is CCOP(=O)(OCC)OCC.CCOP(=O)(OCC)OCC.CCOP(=O)(OCC)OCC.CCOP(=O)(OCC)OCC.CCOP(=O)(OCC)OCC.CCOP(=O)(OCC)OCC.CN(C)C=O.CN(C)C=O.CN(C)C=O. Its total charge is 0. The calculation puts the highest occupied orbital energy at -9.04 eV.